{
  "formula": "C3H9NO2S",
  "method": "wB97M-V/def2-TZVPD",
  "symbols": ["C", "C", "O", "N", "S", "C", "O", "H", "H", "H", "H", "H", "H", "H", "H", "H"],
  "coordinates": [[0.95678, -2.27775, 0.83269], [1.06286, -0.97916, 0.05168], [-0.13442, -0.25760, 0.27224], [-0.13092, 0.96416, -0.44772], [0.71114, 2.22467, 0.37951], [-1.47603, 1.32463, -0.78392], [-2.20468, 1.71590, 0.34932], [0.84140, -2.06222, 1.89117], [0.09091, -2.84219, 0.49796], [1.85360, -2.87173, 0.68154], [1.18903, -1.17282, -1.02259], [1.91933, -0.38756, 0.40426], [1.77258, 2.17870, -0.44362], [-1.39493, 2.15075, -1.50858], [-1.92753, 0.44844, -1.27120], [-3.12912, 1.84378, 0.11727]],
  "forces_ev_per_angstrom": [[-0.104, 0.426, -0.147], [0.259, -0.103, -0.175], [-0.459, 0.118, 0.266], [0.342, 0.053, -0.143], [0.042, -0.175, -0.133], [0.033, -0.214, -0.643], [-0.168, 0.063, 0.418], [0.017, -0.043, 0.119], [-0.055, -0.115, -0.022], [0.078, -0.076, 0.005], [-0.019, 0.080, 0.108], [-0.085, -0.053, -0.063], [0.029, 0.103, 0.131], [-0.014, -0.202, 0.188], [0.082, 0.144, 0.119], [0.023, -0.007, -0.028]],
  "lowdin_charge": [-0.071, -0.291, -0.197, -0.498, 0.823, -0.351, -0.060, 0.077, 0.075, 0.075, 0.119, 0.096, -0.136, 0.119, 0.131, 0.091],
  "de_lowest_kcal_mol": 83.03,
  "e_homo_ha": -0.3363,
  "e_lumo_ha": 0.0277,
  "total_charge": 0,
  "e_tot_ev": -19674.8127,
  "smiles": "CCON(S)CO"
}